# 1
The following is a quantum chemistry calculation of a molecular structure, C4H7NO2, from the Open Molecules 2025 dataset.

Calculated values
2S+1 = 1
Energy relative to the best compared isomer or geometry (same formula, charge and spin) = 121.61 kcal per mole
HOMO energy = -9.0773 eV

```
14
Properties=species:S:1:pos:R:3:forces:R:3:nbo_charge:R:1
H -1.983 -1.954 0.284 2.66 1.07 -0.88 0.269
H 0.018 1.223 0.905 0.30 -0.21 -0.33 0.249
C -1.060 -1.221 0.343 0.35 4.77 -1.49 -0.357
O 2.433 -0.305 -0.875 -2.04 0.30 -0.40 -0.544
H 1.618 1.179 1.505 -0.30 -0.48 -2.27 0.252
N 0.175 -1.027 -0.544 4.52 -4.45 -0.34 -0.691
H -0.832 -0.963 1.401 -0.16 -0.48 -0.82 0.219
H -1.057 0.251 -1.507 0.00 0.14 -0.55 0.150
C -1.230 0.236 -0.449 -8.54 0.22 2.70 0.406
C 1.025 1.171 0.495 0.76 0.27 1.55 -0.771
C 1.318 -0.061 -0.457 -0.36 -1.17 2.81 0.703
O -1.897 1.133 0.078 2.00 -0.55 -0.86 -0.554
H 0.296 -1.834 -1.212 0.57 1.48 0.94 0.415
H 1.175 2.172 0.034 0.22 -0.91 -0.07 0.253
```
Forces are in eV/Å.

=====

# 2
The following is a quantum chemistry calculation of a molecular structure, C4H7NO2, from the Open Molecules 2025 dataset.

Calculated values
2S+1 = 1
Energy relative to the best compared isomer or geometry (same formula, charge and spin) = 97.09 kcal per mole
HOMO energy = -8.8712 eV

```
14
Properties=species:S:1:pos:R:3:forces:R:3:nbo_charge:R:1
C 1.217 -1.148 0.177 0.07 -0.13 -0.12 -0.643
C -1.037 -0.060 0.738 0.02 -0.01 0.13 0.627
H -2.988 0.511 0.575 0.17 0.02 0.00 0.409
H -1.985 0.895 -0.806 0.02 -0.05 0.15 0.423
O -0.011 0.327 -1.411 -0.28 -0.11 -0.08 -0.509
C 0.822 1.384 -0.909 0.36 -0.38 0.98 -0.204
H 0.669 1.265 0.275 -0.19 1.37 -0.52 0.261
H 1.861 1.124 -1.168 -0.11 0.01 0.27 0.151
O -1.075 -0.622 1.817 0.12 0.24 -0.37 -0.597
C 0.247 -0.049 -0.117 -0.17 -0.81 -0.40 0.179
H 0.733 -2.091 -0.089 0.13 -0.07 0.08 0.234
H 1.468 -1.183 1.241 -0.10 0.07 -0.20 0.247
H 2.124 -1.020 -0.414 -0.09 -0.10 0.03 0.227
N -2.080 0.559 0.140 0.05 -0.04 0.05 -0.803
```
Forces are in eV/Å.

=====

# 3
The following is a quantum chemistry calculation of C4H7NO2 in the gas phase, from the Open Molecules 2025 dataset.

Calculated values
SMILES = C[C@@]1(C(N)=O)CO1
2S+1 = 1
Energy relative to the best compared isomer or geometry (same formula, charge and spin) = 62.06 kcal per mole
HOMO energy = -9.8869 eV

```
14
Properties=species:S:1:pos:R:3:forces:R:3:nbo_charge:R:1
H -2.199 0.947 0.570 0.30 -0.20 0.10 0.231
N 2.042 -0.758 -0.295 -0.10 -0.16 0.18 -0.879
C -1.706 0.015 0.886 0.41 0.01 0.14 -0.639
C -0.400 -0.109 0.097 0.75 1.09 0.30 0.121
H -2.446 -0.786 0.715 0.67 0.04 -0.16 0.226
H 2.255 -0.186 -1.109 -0.45 -0.14 0.29 0.393
H 2.896 -0.953 0.214 -0.09 0.23 0.02 0.393
O 1.328 0.007 1.759 -0.23 -0.67 -0.33 -0.588
C 1.063 -0.295 0.618 -0.53 -0.90 0.69 0.710
H -1.296 0.786 -1.688 -0.37 -0.68 -0.22 0.201
C -0.411 0.292 -1.305 0.03 0.05 -0.53 -0.117
H 0.214 -0.219 -2.031 0.11 0.22 -0.01 0.190
H -1.518 0.070 1.957 0.08 0.05 -0.01 0.241
O 0.177 1.190 -0.388 -0.59 1.05 -0.48 -0.482
```
Forces are in eV/Å.

=====

# 4
The following is a quantum chemistry calculation of C4H7NO2 in the gas phase, from the Open Molecules 2025 dataset.

Calculated values
SMILES = C/N=C1/COCO1
2S+1 = 1
Energy relative to the best compared isomer or geometry (same formula, charge and spin) = 46.13 kcal per mole
HOMO energy = -9.7257 eV

```
14
Properties=species:S:1:pos:R:3:forces:R:3:nbo_charge:R:1
N -1.121 0.211 -0.986 0.50 -0.02 0.15 -0.482
H -1.240 1.133 -2.919 -0.15 -0.22 0.52 0.200
O 0.977 -0.439 -0.024 -0.14 0.01 -0.22 -0.510
H 0.283 1.316 -2.063 0.20 0.05 -0.08 0.188
H -0.715 0.926 1.503 -0.20 -0.02 1.07 0.185
H 1.840 0.303 1.719 -0.08 -0.10 -0.25 0.145
C -0.375 -0.183 -0.050 -0.42 -0.04 -0.29 0.534
C -0.799 -0.165 1.383 -0.19 0.18 -0.13 -0.149
H -0.137 -0.217 -2.815 0.15 -0.23 -0.06 0.196
C 1.367 -0.624 1.352 0.14 0.04 0.06 0.225
O 0.201 -0.890 2.074 -0.18 0.11 -0.14 -0.504
H -1.803 -0.522 1.628 0.38 0.05 -0.18 0.230
C -0.535 0.621 -2.251 0.23 -0.02 -0.23 -0.439
H 2.058 -1.470 1.448 -0.23 0.21 -0.21 0.181
```
Forces are in eV/Å.

=====

# 5
The following is a quantum chemistry calculation of 2 unconnected molecules or ions with the total composition C4H7NO2, from the Open Molecules 2025 dataset.

Calculated values
SMILES = C=NC=O.C=CO
2S+1 = 1
Energy relative to the best compared isomer or geometry (same formula, charge and spin) = 58.44 kcal per mole
HOMO energy = -8.9381 eV

```
14
Properties=species:S:1:pos:R:3:forces:R:3:nbo_charge:R:1
C 0.552 -1.590 -0.325 -0.18 -0.12 -0.27 0.151
H -1.430 -1.395 0.375 0.09 -0.02 -0.15 0.216
C -0.774 -1.634 -0.457 0.13 -0.03 0.02 -0.556
O -0.894 0.659 1.711 0.29 0.42 -0.15 -0.582
C 0.487 1.340 -0.919 0.02 0.11 0.19 0.017
C -0.484 1.670 1.176 -0.15 -0.21 0.25 0.533
H 1.398 1.291 -1.518 -0.12 0.09 0.06 0.184
H -0.863 2.669 1.451 0.00 -0.07 -0.06 0.126
H -1.225 -1.910 -1.403 0.14 -0.05 0.09 0.209
N 0.575 1.697 0.290 -0.07 -0.11 -0.33 -0.456
H 1.228 -1.827 -1.144 -0.11 -0.06 0.12 0.174
H 0.603 -0.826 1.405 0.07 -0.05 -0.04 0.498
H -0.451 1.055 -1.403 0.09 0.07 0.13 0.174
O 1.235 -1.230 0.784 -0.19 0.03 0.14 -0.689
```
Forces are in eV/Å.

=====

# 6
The following is a quantum chemistry calculation of C4H7NO2 in the gas phase, from the Open Molecules 2025 dataset.

Calculated values
SMILES = C[C@@H](C=O)C(N)=O
2S+1 = 1
Energy relative to the best compared isomer or geometry (same formula, charge and spin) = 15.05 kcal per mole
HOMO energy = -10.0901 eV

```
14
Properties=species:S:1:pos:R:3:forces:R:3:nbo_charge:R:1
H -2.000 -0.925 0.862 0.02 -0.03 -0.17 0.238
H -0.790 -2.061 0.199 0.03 0.17 0.18 0.211
C 1.040 0.208 0.153 0.13 0.09 0.17 0.681
O 1.301 0.499 1.307 0.05 0.11 -0.44 -0.614
H -0.728 2.221 -0.616 -0.03 -0.08 0.08 0.111
C -0.413 0.032 -0.285 0.00 0.02 0.13 -0.424
H 2.948 -0.155 -0.391 -0.02 0.14 -0.16 0.408
C -1.175 1.340 -0.109 -0.30 0.08 0.21 0.460
O -2.210 1.442 0.498 0.50 -0.02 -0.31 -0.502
H 1.831 -0.266 -1.721 -0.06 -0.06 0.16 0.398
C -0.944 -1.070 0.636 -0.10 -0.06 0.08 -0.616
H -0.485 -0.216 -1.358 0.05 0.01 0.27 0.221
H -0.383 -0.956 1.572 -0.39 -0.36 -0.15 0.244
N 2.008 -0.091 -0.747 0.13 0.02 -0.05 -0.817
```
Forces are in eV/Å.

=====

# 7
The following is a quantum chemistry calculation of C4H7NO2 in the gas phase, from the Open Molecules 2025 dataset.

Calculated values
SMILES = C[C@@H](C=O)C(N)=O
2S+1 = 1
Energy relative to the best compared isomer or geometry (same formula, charge and spin) = 11.30 kcal per mole
HOMO energy = -10.0295 eV

```
14
Properties=species:S:1:pos:R:3:forces:R:3:nbo_charge:R:1
H -0.818 -0.805 1.774 -0.06 -0.09 -0.11 0.235
C -0.373 -0.045 -0.178 -0.01 -0.09 0.02 -0.424
C -1.035 -1.073 0.737 0.00 -0.01 0.05 -0.598
O -2.203 1.461 0.199 0.54 0.00 -0.10 -0.505
H 2.923 0.141 -0.843 0.00 0.02 0.07 0.407
H 1.567 -0.029 -1.901 0.01 -0.01 -0.02 0.393
H -0.350 2.204 -0.079 -0.08 -0.09 -0.02 0.118
C 1.115 0.058 0.115 0.14 0.01 0.21 0.674
N 1.928 0.092 -0.973 -0.03 0.01 -0.11 -0.818
H -2.115 -1.070 0.583 0.13 -0.02 0.02 0.231
C -1.022 1.324 -0.003 -0.42 0.09 0.09 0.457
O 1.540 0.134 1.251 -0.08 0.03 -0.17 -0.606
H -0.637 -2.073 0.547 -0.08 0.11 0.01 0.214
H -0.519 -0.319 -1.231 -0.06 0.04 0.06 0.223
```
Forces are in eV/Å.

=====

# 8
The following is a quantum chemistry calculation of C4H7NO2 in the gas phase, from the Open Molecules 2025 dataset.

Calculated values
SMILES = O=C[C@@H]1NC[C@@H]1O
2S+1 = 1
Energy relative to the best compared isomer or geometry (same formula, charge and spin) = 84.91 kcal per mole
HOMO energy = -9.1855 eV

```
14
Properties=species:S:1:pos:R:3:forces:R:3:nbo_charge:R:1
H -0.752 -1.780 1.560 0.17 0.28 -0.29 0.483
H 0.630 -0.256 -1.853 0.72 -0.40 0.50 0.222
O -0.846 -0.839 1.350 0.59 -0.05 -0.14 -0.678
H 1.765 -1.521 0.091 0.17 0.01 0.15 0.117
H -1.384 1.377 0.670 -0.28 -0.04 -0.05 0.225
C -1.045 0.901 -0.247 -0.68 0.30 -0.03 -0.252
N 0.243 1.456 -0.715 -0.03 -0.03 0.21 -0.619
C 1.522 -0.454 0.258 1.08 0.36 -0.26 0.351
C 0.764 0.127 -0.834 -0.40 -0.94 1.01 -0.121
H 0.737 1.903 0.057 -0.22 0.01 -0.03 0.377
H -0.922 -1.364 -0.632 -0.59 0.16 -0.11 0.169
H -1.807 0.912 -1.024 -0.17 0.41 -0.02 0.201
O 1.700 0.118 1.318 0.44 -0.18 -0.29 -0.592
C -0.617 -0.541 0.008 -0.78 0.12 -0.65 0.117
```
Forces are in eV/Å.